Entry 1:
{
  "formula": "C4H7LaO3",
  "method": "the ωB97M-V functional and the def2-TZVPD basis",
  "elements": ["C", "C", "H", "H", "H", "H", "H", "O", "La", "O", "C", "O", "C", "H", "H"],
  "positions_angstrom": [[0.654100, -2.399989, -0.992658], [1.215986, -3.331065, 0.044625], [1.153192, -2.482368, -1.962466], [-0.414352, -2.550539, -1.172973], [2.312408, -3.291837, 0.052068], [0.899309, -4.349626, -0.215732], [0.848037, -3.088958, 1.048865], [0.423437, 1.093214, -0.443416], [2.757398, 1.034791, -0.396496], [0.855868, -1.004154, -0.551426], [-0.049203, -0.036162, -0.502383], [-1.895223, -0.358304, -0.270514], [-2.602462, -1.401115, 0.013852], [-3.582307, -1.479838, -0.467965], [-2.218198, -2.124758, 0.746301]],
  "forces_ev_per_angstrom": [[-0.604, -1.386, -0.428], [0.143, 0.130, 0.094], [-0.016, 0.152, 0.169], [0.160, 0.257, 0.147], [-0.188, -0.188, 0.018], [0.203, 0.173, 0.124], [-0.053, -0.172, -0.197], [1.249, 1.537, 1.119], [-1.255, -0.201, -0.088], [0.939, 1.545, 0.754], [-0.173, -2.175, -2.061], [-2.445, -2.450, 0.727], [2.257, 2.813, -0.160], [0.040, 0.001, 0.089], [-0.256, -0.038, -0.308]],
  "orbital_gap_ev": [4.880, 7.307],
  "spin_multiplicity": 2,
  "e_lumo_ev": [-14.9, -14.8],
  "charge": 3
}


Entry 2:
{
  "formula": "C4H7MgO2",
  "method": "the ωB97M-V functional and the def2-TZVPD basis",
  "elements": ["H", "O", "C", "H", "C", "C", "C", "H", "H", "H", "H", "H", "O", "Mg"],
  "positions_angstrom": [[0.761535, -0.006797, 3.987736], [0.516942, -1.508991, 2.646904], [0.151225, -0.488687, 3.193412], [-0.846347, -0.057478, 2.960285], [1.008287, 1.469857, 0.758498], [0.200048, 1.589882, -0.321679], [0.175173, 0.686945, -1.531888], [0.879820, 2.133877, 1.615563], [1.890523, 0.821522, 0.712460], [-0.610844, 2.327176, -0.269102], [1.283556, 0.488840, -1.655344], [-0.231733, 1.224783, -2.405359], [-0.558896, -0.459964, -1.236093], [-0.794054, -0.604847, 0.612189]],
  "forces_ev_per_angstrom": [[-0.399, -0.052, -0.340], [-0.753, 0.799, -0.887], [0.585, -0.624, 0.707], [0.024, 0.394, 0.244], [-0.247, -0.206, -0.587], [-1.020, 0.497, 0.791], [1.867, 0.472, 0.227], [0.130, -0.216, -0.189], [-0.208, 0.134, 0.130], [0.190, -0.051, 0.063], [-1.033, -0.301, -0.625], [0.235, -0.272, 0.295], [-0.474, -0.474, 0.953], [1.103, -0.100, -0.783]],
  "orbital_gap_ev": 7.666,
  "e_lumo_ev": -5.9,
  "charge": 1,
  "relative_energy_kj_mol": 67.0
}


Entry 3:
{
  "formula": "C4H7N",
  "method": "the ωB97M-V functional and the def2-TZVPD basis",
  "elements": ["C", "C", "C", "C", "H", "H", "H", "H", "H", "H", "H", "N"],
  "positions_angstrom": [[2.573727, 0.144033, 0.014364], [1.061547, -0.044606, -0.155078], [-0.102362, -0.299878, -0.085328], [-1.557952, -0.621260, -0.008080], [3.190554, 0.007739, -1.176410], [2.604679, 1.436455, 0.449901], [3.043445, -0.747536, 0.930659], [-1.735954, -1.218330, 0.914368], [-1.850489, -1.311193, -0.828273], [-2.439763, 1.111794, 0.830744], [-2.270739, 1.048095, -0.844464], [-2.516690, 0.494684, -0.042399]],
  "forces_ev_per_angstrom": [[0.434, 0.925, -0.029], [3.222, -0.226, 0.512], [-1.749, -0.195, -0.094], [-0.172, -0.687, 0.321], [-1.879, 0.526, 4.135], [0.601, -4.324, -1.358], [-1.441, 3.176, -3.118], [0.151, 0.459, -0.481], [0.398, 0.426, 0.322], [0.065, -1.212, -1.847], [-0.111, 0.524, -0.142], [0.480, 0.607, 1.779]],
  "orbital_gap_ev": 10.165,
  "e_lumo_ev": 0.8,
  "charge": 0,
  "relative_energy_kj_mol": 414.4
}


Entry 4:
{
  "formula": "C4H7N",
  "method": "the ωB97M-V functional and the def2-TZVPD basis",
  "elements": ["C", "C", "N", "H", "H", "H", "C", "C", "H", "H", "H", "H"],
  "positions_angstrom": [[-2.240639, -0.613264, 0.152734], [-1.324728, 0.465615, -0.110512], [-0.664874, 1.401397, -0.349093], [-2.814166, -0.869158, -0.797884], [-2.864451, -0.554576, 1.029792], [-1.460046, -1.397865, 0.226983], [1.866454, -0.285262, -0.377128], [1.871482, 0.846743, 0.265282], [2.021128, -1.156430, 0.274220], [1.877498, -0.424441, -1.401728], [1.861612, 0.805053, 1.374973], [1.870732, 1.782187, -0.287637]],
  "forces_ev_per_angstrom": [[1.026, -1.724, -1.985], [0.475, 3.909, -0.556], [-1.831, -2.118, 0.463], [0.507, 0.502, 1.357], [0.015, 0.246, 0.152], [-0.955, -0.535, 0.455], [0.956, -1.677, 2.282], [0.320, 1.029, 0.759], [-0.424, -0.111, -0.641], [-0.053, -0.078, -1.899], [0.139, 0.514, -0.919], [-0.176, 0.042, 0.532]],
  "orbital_gap_ev": 10.241,
  "e_lumo_ev": 0.8,
  "charge": 0,
  "relative_energy_kj_mol": 178.7
}


Entry 5:
{
  "formula": "C4H7N",
  "method": "the ωB97M-V functional and the def2-TZVPD basis",
  "elements": ["H", "N", "C", "C", "C", "C", "H", "H", "H", "H", "H", "H"],
  "positions_angstrom": [[3.662651, 0.392631, 0.286389], [2.802508, -0.217827, 0.381631], [1.699214, 0.294079, -0.158155], [0.490418, -0.377843, -0.094059], [-0.736437, 0.249690, -0.245515], [-2.105018, -0.329662, 0.144186], [1.734169, 1.295788, -0.614554], [0.545232, -1.335765, 0.297848], [-0.754339, 1.326845, -0.669422], [-2.446898, 0.403615, 1.032229], [-2.165484, -1.422921, 0.330048], [-2.726021, -0.278631, -0.690623]],
  "forces_ev_per_angstrom": [[-1.604, -0.541, -0.040], [-1.480, 1.264, -1.285], [5.436, 0.976, 0.715], [-4.578, 1.615, -0.139], [1.578, -0.257, -0.334], [1.475, 1.266, 1.986], [-0.171, -0.237, 0.032], [-0.113, -1.849, 0.678], [0.046, -1.824, 0.855], [0.216, -2.106, -1.929], [0.667, 0.786, 0.776], [-1.473, 0.908, -1.315]],
  "orbital_gap_ev": 9.672,
  "e_lumo_ev": 0.6,
  "charge": 0,
  "relative_energy_kj_mol": 166.8
}


Entry 6:
{
  "formula": "C4H7N",
  "method": "the ωB97M-V functional and the def2-TZVPD basis",
  "elements": ["H", "N", "C", "C", "C", "C", "H", "H", "H", "H", "H", "H"],
  "positions_angstrom": [[2.958128, 0.305710, 0.035879], [2.037284, -0.119472, -0.027648], [1.065402, 0.682447, -0.031087], [-0.306795, 0.208689, -0.089661], [-1.342213, 1.034413, -0.009110], [-0.485416, -1.422514, 0.007169], [1.163253, 1.778419, 0.042953], [-2.358947, 0.688235, 0.030137], [-1.201836, 2.105154, 0.016762], [-0.162842, -1.827574, -0.945856], [0.160666, -1.784305, 0.790417], [-1.526680, -1.649205, 0.180050]],
  "forces_ev_per_angstrom": [[-0.181, 0.328, 0.014], [0.315, -0.651, -0.054], [0.246, 0.904, -0.056], [-0.859, -3.242, 0.895], [0.243, 0.149, -0.162], [0.295, 3.134, -0.791], [0.128, -0.152, -0.080], [-0.211, -0.172, 0.005], [0.081, 0.170, -0.048], [0.062, -0.238, -0.027], [0.095, -0.146, 0.202], [-0.213, -0.084, 0.102]],
  "orbital_gap_ev": 10.584,
  "e_lumo_ev": 0.9,
  "charge": 0,
  "relative_energy_kj_mol": 99.6
}


- Which value of charge does entry 2 give?
  +1